[1]
DFT (ωB97M-V/def2-TZVPD) results for a molecular structure, C36H39AsF6FeN6O2.

Computed properties:
- charge = +1
- energy relative to the best compared isomer or geometry (same formula, charge and spin) (kcal per mole) = 83.6
- calculated total energy (eV) = -162524.39147
- molecular weight (Da) = 832.50
- multiplicity = 6
- frontier orbital gap (alpha / beta) (eV) = 6.2 / 6.5

The geometry in XYZ format:
```
91
Properties=species:S:1:pos:R:3:forces:R:3:lowdin_spin:R:1
Fe -1.667826 -0.656944 -0.073933 -0.41 0.04 -1.06 2.104
N -2.390547 -3.313080 0.463265 -0.06 0.06 0.15 0.026
C -3.538159 -3.763885 -0.415711 0.10 -0.03 -0.04 0.001
C -4.736811 -2.842071 -0.189192 -0.05 -0.01 -0.01 0.000
C -4.724801 -1.505744 -0.947751 -0.02 0.08 -0.13 0.001
N -3.862715 -0.474196 -0.323580 0.04 -0.25 0.32 0.009
C -4.314216 -1.712139 -2.402922 -0.03 -0.03 0.02 0.000
C -2.995134 -2.459062 -2.544516 0.00 0.05 -0.02 0.004
N -1.878511 -1.640915 -2.004286 -0.02 -0.09 0.08 0.015
C -3.080693 -3.820550 -1.866396 -0.01 -0.02 -0.01 0.001
H -2.400001 -3.769162 1.376031 0.07 -0.10 -0.05 0.001
H -2.559597 -2.320101 0.665842 0.09 0.03 0.26 0.011
H -1.431616 -3.398590 0.027685 -0.01 0.04 0.03 0.001
H -3.781046 -4.770889 -0.080059 -0.01 0.00 0.00 0.000
H -4.886973 -2.671769 0.881498 0.00 0.01 0.01 0.000
H -5.618834 -3.390690 -0.526406 0.00 0.01 0.01 0.000
H -5.757218 -1.146579 -0.933757 0.00 0.01 -0.02 0.000
H -4.258160 -0.202603 0.576549 0.01 0.02 0.08 0.001
H -3.939027 0.380364 -0.869046 0.03 0.08 0.00 0.001
H -4.262420 -0.747416 -2.915444 0.01 0.01 0.02 0.000
H -5.090560 -2.286600 -2.913760 0.01 0.00 0.00 0.000
H -2.808342 -2.642766 -3.606266 -0.02 0.04 -0.01 0.000
H -1.849661 -0.775494 -2.541514 0.07 -0.01 -0.02 0.009
H -0.997457 -2.100113 -2.220257 0.02 -0.03 0.01 0.006
H -2.132881 -4.359741 -1.943415 0.01 0.02 0.01 0.000
H -3.816620 -4.414867 -2.412326 0.01 0.00 0.00 0.000
C 2.611016 4.670253 5.521163 -0.01 -0.01 0.04 0.003
O 3.227364 5.177951 4.347107 0.01 -0.01 -0.04 0.058
C 3.532418 4.311500 3.363804 0.01 0.02 0.03 0.099
C 3.362147 2.929006 3.447157 -0.01 -0.04 0.01 0.001
C 3.680949 2.126222 2.367114 -0.07 0.02 0.01 0.115
C 4.180216 2.694924 1.184186 0.23 0.03 0.04 0.033
C 4.392990 4.090448 1.130622 -0.01 0.02 0.04 0.079
C 4.064399 4.882317 2.196458 0.02 0.01 -0.04 -0.019
N 4.464430 1.981664 0.058839 -0.22 -0.02 -0.07 0.571
N 4.223754 0.712112 0.002387 0.19 0.07 0.24 0.368
C 3.072829 0.177757 -0.349474 -0.08 -0.17 -0.18 0.003
C 3.205211 -1.297492 -0.303621 0.08 0.13 0.00 0.011
C 2.361516 -2.338184 -0.357541 -0.08 -0.11 0.02 -0.041
C 0.903727 -2.274958 -0.410128 0.11 0.10 -0.07 -0.018
O 0.237647 -3.305041 -0.572348 -0.10 0.00 0.03 -0.016
C 0.620307 0.216004 -1.056263 -0.13 -0.10 -0.06 0.080
N -0.606993 1.029269 -0.801514 0.15 -0.03 0.28 0.145
C -0.531634 2.305644 -0.884536 0.06 0.09 0.01 0.025
C 0.711232 2.985028 -1.139349 -0.10 0.00 0.02 0.226
C 1.899083 2.314147 -0.990309 0.01 -0.05 0.02 0.004
C 1.916322 0.926156 -0.757370 0.06 0.10 -0.08 0.271
H 2.396389 5.533237 6.143262 0.01 0.00 0.00 0.000
H 3.280062 3.994139 6.057525 0.00 0.00 -0.01 0.001
H 1.677295 4.156670 5.280438 0.00 0.00 0.00 0.001
H 2.993048 2.471258 4.353542 -0.02 0.00 -0.02 -0.002
H 3.547050 1.054157 2.436135 0.00 0.02 -0.01 0.007
H 4.807351 4.517044 0.226394 0.00 0.00 0.00 0.004
H 4.205506 5.954117 2.166202 0.00 0.00 0.00 -0.003
H 4.255999 -1.548754 -0.209104 -0.01 -0.03 -0.02 0.003
H 2.778165 -3.339465 -0.348134 0.01 0.02 0.00 -0.002
H -1.438063 2.872859 -0.702130 0.00 -0.01 0.00 -0.001
H 0.696308 4.052142 -1.306902 0.01 0.00 -0.01 0.013
H 2.820669 2.874200 -1.014847 -0.01 -0.01 -0.01 0.001
C 2.755031 -1.536714 -5.858996 0.01 -0.01 -0.01 0.119
C 2.840691 -2.190598 -4.636941 0.00 0.00 0.01 -0.008
C 2.139527 -1.733019 -3.537006 0.01 0.06 -0.07 0.097
C 1.320610 -0.587045 -3.616009 -0.06 -0.10 0.03 0.041
C 1.223998 0.035333 -4.888409 -0.02 -0.02 -0.01 0.102
C 1.932555 -0.420916 -5.977852 -0.02 0.02 0.00 -0.009
C 0.524523 0.005691 -2.588451 0.08 0.17 0.00 0.516
C 0.282242 -0.954750 -0.122283 -0.13 -0.01 0.21 -0.084
C 0.366662 -0.721063 1.361335 0.00 -0.06 0.05 0.000
C 0.518723 0.535719 1.957256 0.03 -0.04 0.02 -0.008
C 0.421103 0.689140 3.329989 0.01 0.02 -0.02 0.003
C 0.179798 -0.396570 4.155794 0.00 0.00 0.01 -0.016
C 0.049306 -1.655645 3.592917 0.00 -0.02 -0.01 0.002
C 0.139542 -1.817134 2.219110 -0.02 0.10 0.03 -0.012
H 3.314888 -1.896901 -6.711297 -0.01 0.00 0.00 0.007
H 3.458819 -3.073911 -4.540842 0.00 0.00 0.01 -0.003
H 2.216771 -2.286129 -2.621998 0.02 -0.03 0.10 0.004
H 0.592012 0.909432 -4.991749 0.01 0.00 0.00 0.003
H 1.848197 0.093054 -6.926109 0.00 0.00 0.00 -0.003
H -0.150019 0.751763 -2.996287 0.02 0.03 0.02 0.020
H 0.676182 1.420530 1.359540 0.02 -0.01 -0.01 0.004
H 0.498036 1.684166 3.746928 0.02 0.00 0.01 0.000
H 0.087966 -0.261205 5.224788 0.00 0.00 0.00 -0.001
H -0.115276 -2.520207 4.223466 0.00 0.00 0.00 0.000
H 0.088700 -2.822390 1.817643 -0.01 -0.02 -0.02 -0.001
F -2.408176 0.250588 1.889845 0.16 0.16 -0.07 0.016
As -3.149969 1.859665 2.281786 -0.13 -0.07 -0.11 0.000
F -1.582834 2.579011 2.232274 0.02 0.00 0.00 0.000
F -2.976576 1.459624 3.935339 0.00 -0.02 0.03 0.000
F -3.917015 3.343446 2.613161 -0.02 0.02 0.01 0.000
F -4.678448 1.017283 2.183876 0.06 0.00 0.00 0.000
F -3.266453 2.139029 0.550085 -0.01 -0.11 -0.01 0.000
```
Positions in Å, forces in eV/Å.

---

[2]
DFT (ωB97M-V/def2-TZVPD) results for 13 unconnected molecules or ions with the total composition C4H32NO15.

Computed properties:
- charge = -1
- energy relative to the best compared isomer or geometry (same formula, charge and spin) (kcal per mole) = 88.3
- calculated total energy (eV) = -36872.57247
- molecular weight (Da) = 334.29
- multiplicity = 1
- frontier orbital gap (eV) = 7.5

The geometry in XYZ format:
```
52
Properties=species:S:1:pos:R:3:forces:R:3:nbo_charge:R:1
C -1.405802 -1.522413 -2.706090 -0.29 -0.08 -0.68 -0.426
N -0.157363 -0.876811 -2.333607 0.35 -0.09 0.43 -0.662
C -0.288934 0.344845 -1.579606 -0.02 0.09 2.09 -0.195
C 1.054979 1.017502 -1.041788 -2.17 -0.09 -0.27 -0.060
O 0.776984 2.404796 -1.000287 0.98 0.79 -0.67 -0.786
C -1.080812 0.273542 -0.192000 0.67 -0.38 -2.69 0.807
O -1.635952 1.384122 0.045852 -0.19 -0.59 0.87 -0.820
O -1.024125 -0.801845 0.444013 -0.40 0.59 0.48 -0.818
H -1.813194 -2.261245 -2.009693 0.17 0.21 0.23 0.205
H -1.267605 -2.027897 -3.673962 -0.05 0.00 0.17 0.175
H -2.174600 -0.766341 -2.884476 0.07 0.03 0.04 0.196
H 0.412164 -1.508938 -1.785647 0.00 -0.03 -0.04 0.374
H -0.850090 1.110051 -2.112144 0.31 -0.05 -0.55 0.201
H 1.268393 0.650722 -0.037187 0.22 -0.21 -0.09 0.175
H 1.906060 0.813807 -1.681829 0.01 0.23 -0.04 0.183
H 0.187107 2.696790 -0.281837 0.30 -0.40 -0.39 0.507
H -3.083343 1.783754 -1.721180 0.31 -0.43 0.56 0.492
H -3.677739 0.321631 -1.655016 0.43 0.00 0.46 0.475
O -3.800474 1.206788 -1.989826 -0.86 0.42 -0.94 -0.964
H -2.445622 -2.279632 0.378106 0.89 -0.28 -0.41 0.498
H -2.251404 -3.804352 -0.132754 0.82 0.60 0.00 0.493
O -2.851637 -3.124309 0.160039 -2.31 -0.10 0.38 -1.000
H 1.893254 0.135587 3.006129 0.46 -0.49 0.24 0.462
H 1.110120 1.129883 3.702882 -0.01 -0.51 0.67 0.485
O 1.775135 0.442681 3.914862 -0.13 0.78 -0.68 -0.953
H 1.590776 -0.720676 -4.128612 -1.01 0.28 0.52 0.489
H 1.403523 0.780439 -3.549478 -0.85 -0.62 -0.03 0.487
O 1.982010 0.126533 -3.932548 2.14 0.48 -0.83 -0.974
H -2.715731 0.975816 1.267311 -0.11 -0.15 -0.18 0.496
H -3.068030 -0.422002 1.801829 0.12 -0.06 -0.12 0.466
O -3.292618 0.504822 1.908574 -0.51 0.22 0.61 -1.000
H 2.171073 2.891682 1.024625 0.05 -0.15 0.12 0.474
H 2.656671 3.227291 -0.328837 -0.13 -0.08 -0.10 0.488
O 2.994160 2.936006 0.527228 0.34 0.33 0.03 -0.963
H -0.359595 0.066262 2.168689 -1.27 -0.28 -0.11 0.503
H -1.564931 0.901673 2.941454 -0.15 -0.85 -0.81 0.515
O -0.627751 0.794074 2.738915 1.32 1.28 1.06 -1.032
H 3.578317 -0.258453 -0.921225 -0.15 0.30 -0.13 0.476
H 3.913278 1.137480 -0.264419 -0.27 0.09 -0.03 0.494
O 3.863646 0.187460 -0.121760 0.64 -0.42 0.49 -0.972
H -0.740158 2.519727 1.049838 -0.51 -0.03 0.89 0.508
H -0.002045 3.476184 2.096499 -0.11 -0.46 0.11 0.471
O -0.509978 3.441482 1.284752 0.20 0.59 -0.48 -0.984
H 0.922502 -2.850721 3.186952 -0.17 0.40 0.10 0.483
H 2.104658 -3.296587 2.397553 0.13 0.03 -0.07 0.465
O 1.589408 -2.503989 2.584473 0.13 -0.43 -0.04 -0.944
H 0.381768 -3.030213 -0.196554 -0.06 0.08 -0.05 0.495
H -0.509798 -3.251018 0.983389 -0.16 0.20 0.08 0.478
O -0.317554 -3.620981 0.119512 0.89 -0.58 -0.05 -0.979
H 2.678720 -2.628443 -0.626006 -0.16 0.10 -0.66 0.467
H 2.228378 -1.926242 0.553949 -0.60 0.78 0.15 0.499
O 2.049116 -1.927364 -0.400192 0.70 -1.03 0.37 -0.947
```
Positions in Å, forces in eV/Å.

---

- Which of these has the lowest molecular weight?
  C4H32NO15